{"formula": "C34H25F5N2O3PPbS", "method": "ωB97M-V/def2-TZVPD", "lumo_energy_ev": -4.287, "homo_energy_ha": -0.3844, "charge": 1, "multiplicity": 1, "molar_mass_g_mol": 874.82, "total_energy_ha": -3077.2778, "e_above_lowest_ev": 0.0412, "gap_ha": 0.227, "elements": ["Pb", "C", "O", "C", "C", "C", "C", "C", "C", "N", "N", "C", "O", "C", "C", "C", "C", "C", "C", "C", "O", "H", "H", "H", "H", "H", "H", "H", "H", "H", "H", "H", "H", "F", "C", "C", "F", "C", "F", "C", "S", "C", "F", "C", "F", "C", "P", "C", "C", "C", "C", "C", "C", "C", "C", "C", "C", "C", "C", "H", "H", "H", "H", "H", "H", "H", "H", "H", "H", "H", "H", "H"], "xyz": [[0.574663, 1.738135, 0.678291], [-3.293363, 3.041555, 1.043045], [-2.359299, 2.020086, 0.700572], [-2.873633, 0.781965, 0.423444], [-4.184180, 0.378863, 0.596641], [-4.565538, -0.929136, 0.277426], [-3.641108, -1.837656, -0.201119], [-2.318322, -1.429584, -0.357226], [-1.190720, -2.329030, -0.734646], [-0.144751, -1.634704, -1.569064], [-0.296617, -1.230413, -2.694540], [0.826052, -0.436987, -3.224470], [1.282186, 0.412880, -2.511215], [1.192395, -0.738737, -4.605994], [0.521341, -1.717903, -5.339807], [0.927378, -1.995111, -6.634127], [1.991291, -1.296208, -7.188216], [2.658483, -0.317191, -6.457837], [2.262067, -0.035142, -5.165130], [-1.930262, -0.127697, -0.067486], [-0.668858, 0.204510, -0.285110], [-2.719865, 3.956157, 1.161306], [-3.801172, 2.802978, 1.979285], [-4.027765, 3.170599, 0.247222], [-4.926238, 1.066118, 0.979292], [-5.595816, -1.227268, 0.414546], [-3.937469, -2.852475, -0.439786], [-1.511480, -3.218143, -1.279166], [-0.321040, -2.244183, -4.910532], [0.409672, -2.748114, -7.212636], [2.301402, -1.511225, -8.202533], [3.482225, 0.224318, -6.902860], [2.761377, 0.725914, -4.579195], [-3.361304, 3.614830, 6.336904], [-2.532965, 2.922689, 5.565411], [-1.823414, 3.553743, 4.561486], [-1.974043, 4.859388, 4.350546], [-0.968914, 2.814353, 3.768319], [-0.305129, 3.476523, 2.792770], [-0.783228, 1.451097, 3.918723], [0.295532, 0.468830, 2.934423], [-1.512209, 0.847370, 4.939281], [-1.394472, -0.463394, 5.153127], [-2.374177, 1.560263, 5.752065], [-3.057302, 0.941479, 6.708486], [2.502730, -1.820201, 1.670630], [2.108651, -0.774702, 0.216879], [3.759323, -0.657818, -0.572198], [4.783688, -0.204058, 0.264984], [6.060456, 0.024898, -0.224560], [6.344148, -0.197336, -1.562715], [5.335342, -0.632552, -2.407945], [4.054189, -0.847501, -1.922057], [1.028220, -2.067596, -0.626962], [1.782648, -3.156638, -1.326458], [1.687649, -4.429059, -0.936130], [0.839265, -4.871286, 0.174364], [0.021564, -4.016599, 0.780871], [-0.090697, -2.598309, 0.330482], [2.748643, -2.836243, 1.357064], [1.671937, -1.830714, 2.372486], [3.361033, -1.407319, 2.192660], [4.597661, -0.000949, 1.312273], [6.832485, 0.378136, 0.446424], [7.342145, -0.027340, -1.944595], [5.541517, -0.803606, -3.457033], [3.294906, -1.158025, -2.620399], [2.453143, -2.883145, -2.129642], [2.287199, -5.171889, -1.448704], [0.897778, -5.904183, 0.490710], [-0.608043, -4.327762, 1.605820], [-0.252687, -1.924539, 1.171436]], "forces_ev_per_angstrom": [[-0.109, 0.087, 0.008], [0.054, -0.024, 0.061], [0.012, 0.084, -0.007], [-0.041, -0.040, 0.018], [-0.016, -0.019, 0.006], [0.005, 0.015, 0.008], [0.004, 0.023, -0.014], [-0.054, -0.106, 0.044], [0.119, 0.111, -0.064], [-0.001, -0.712, 0.327], [0.210, 0.584, -0.238], [-0.138, -0.140, -0.190], [0.148, 0.040, 0.072], [0.043, -0.018, 0.007], [0.020, 0.005, -0.002], [-0.016, -0.003, 0.020], [0.018, 0.007, -0.017], [-0.005, -0.011, -0.014], [0.002, 0.004, -0.020], [0.115, 0.053, 0.029], [-0.104, -0.008, -0.039], [0.015, 0.005, 0.023], [0.001, 0.015, 0.025], [-0.012, -0.007, -0.016], [0.008, -0.007, -0.020], [0.015, 0.017, -0.005], [0.013, 0.032, 0.010], [0.020, -0.048, 0.046], [0.000, 0.004, 0.009], [0.012, 0.013, 0.001], [0.001, 0.000, 0.008], [-0.010, -0.004, 0.001], [-0.004, -0.016, 0.011], [-0.024, 0.013, 0.017], [-0.025, 0.005, 0.025], [-0.021, 0.008, -0.028], [0.005, 0.032, -0.001], [0.050, 0.100, -0.113], [-0.014, -0.022, -0.023], [-0.030, -0.107, -0.011], [0.029, -0.010, 0.072], [-0.026, -0.028, 0.004], [0.007, -0.021, -0.010], [-0.001, -0.013, 0.013], [-0.006, -0.010, 0.025], [0.011, -0.086, -0.007], [0.134, 0.033, 0.083], [-0.002, -0.009, -0.105], [-0.007, 0.054, -0.011], [-0.014, -0.010, 0.015], [-0.004, -0.016, -0.011], [0.005, 0.004, -0.019], [-0.012, 0.012, 0.088], [-0.261, 0.113, -0.119], [-0.010, -0.016, -0.009], [-0.019, -0.050, 0.037], [0.036, -0.009, -0.059], [-0.008, 0.009, 0.022], [0.024, 0.006, 0.055], [0.014, 0.018, 0.001], [-0.032, -0.029, -0.015], [0.001, 0.050, 0.002], [-0.028, -0.008, -0.002], [-0.012, -0.008, -0.009], [-0.018, -0.001, 0.002], [-0.009, 0.002, 0.009], [-0.046, 0.011, -0.059], [-0.049, -0.031, 0.038], [-0.013, 0.006, 0.016], [0.008, 0.021, -0.014], [0.014, 0.016, -0.010], [0.025, 0.035, 0.025]], "lowdin_charge": [1.161, -0.047, -0.169, -0.209, 0.003, -0.070, -0.029, -0.116, -0.075, 0.004, 0.272, -0.353, 0.101, -0.164, -0.014, -0.052, -0.046, -0.048, -0.009, -0.288, -0.385, 0.098, 0.099, 0.106, 0.113, 0.109, 0.117, 0.179, 0.114, 0.114, 0.116, 0.115, 0.126, 0.145, -0.137, -0.151, 0.133, -0.246, -0.015, -0.513, 0.578, -0.242, 0.092, -0.139, 0.141, -0.232, 0.984, -0.349, -0.101, -0.064, -0.065, -0.064, -0.100, -0.353, -0.055, -0.037, -0.062, -0.024, -0.190, 0.065, 0.009, 0.046, 0.100, 0.113, 0.112, 0.110, 0.066, 0.098, 0.119, 0.113, 0.127, 0.115]}

{"formula": "CH4Se", "method": "ωB97M-V/def2-TZVPD", "lumo_energy_ev": 0.233, "homo_energy_ha": -0.3226, "multiplicity": 1, "molar_mass_g_mol": 95.00, "smiles": "C[SeH]", "total_energy_ha": -2441.8674, "e_above_lowest_ev": 0.7944, "gap_ha": 0.331, "elements": ["C", "Se", "H", "H", "H", "H"], "xyz": [[0.643501, -0.307876, 0.045898], [-1.638475, -0.031400, 0.051513], [0.511716, -1.268437, -0.309358], [1.189211, 0.394179, -0.563667], [0.761874, -0.060858, 1.124234], [-1.467829, 1.274390, -0.348621]], "forces_ev_per_angstrom": [[-2.949, 2.493, 1.996], [2.231, -1.982, 0.357], [0.732, -1.977, -0.262], [-0.347, 0.067, -0.454], [0.322, -0.941, -0.951], [0.012, 2.340, -0.685]], "nbo_charge": [-0.601, -0.103, 0.207, 0.209, 0.222, 0.066]}

{"formula": "C3H5NO2", "method": "ωB97M-V/def2-TZVPD", "lumo_energy_ev": 0.530, "homo_energy_ha": -0.3279, "multiplicity": 1, "molar_mass_g_mol": 87.08, "total_energy_ha": -322.4600, "e_above_lowest_ev": 3.1115, "gap_ha": 0.347, "elements": ["O", "C", "C", "N", "C", "O", "H", "H", "H", "H", "H"], "xyz": [[-1.169246, -0.808904, -1.528776], [-1.485950, -0.303938, -0.360515], [1.107310, -0.442021, 0.690361], [0.466936, 0.842906, 0.522414], [-0.702606, 0.963020, -0.155503], [-1.228328, 2.012909, -0.486885], [-1.727450, -1.590156, -1.671129], [0.336209, -1.198947, 0.864895], [1.764451, -0.432110, 1.560393], [1.685644, -0.740286, -0.191379], [0.953031, 1.697526, 0.756124]], "forces_ev_per_angstrom": [[-0.237, 0.014, 0.286], [0.073, -0.059, -0.316], [0.095, -0.243, 0.031], [-0.184, 0.207, -0.130], [0.099, 0.158, 0.203], [0.080, -0.212, 0.016], [0.082, 0.140, -0.079], [0.150, 0.021, 0.042], [-0.073, 0.048, -0.066], [-0.020, 0.036, 0.125], [-0.064, -0.108, -0.113]], "nbo_charge": [-0.626, 0.212, -0.419, -0.611, 0.519, -0.596, 0.501, 0.210, 0.213, 0.192, 0.406]}